Entry 1:
Here is a cluster of 2 separate species, CH8NS in total from the OMol25 dataset. Energies are from ωB97M-V/def2-TZVPD.

Values from the calculation:
* E_HOMO: -0.48781 Eh
* total charge: +1
* gap between HOMO and LUMO: 9.10 eV
* LUMO: -0.1532 Ha
* M: 66.15 g/mol
* energy above the lowest of the compared OMol25 structures with the same formula, charge and spin: 18.0 kcal per mole
* total energy: -13484.6308 eV

CARTESIAN COORDINATES (ANGSTROEM)
N: -2.2027 -1.0111 -0.6169
H: -1.1995 -1.1024 -0.2201
H: -2.3286 -0.8085 -1.5992
H: -2.4857 -0.2811 -0.0083
H: -2.4988 -1.9657 -0.3900
C: 0.8363 0.9050 1.2819
S: 0.8901 0.1760 -0.3582
H: 0.5925 2.0175 1.1210
H: 1.8031 0.8402 1.8028
H: 0.0411 0.4316 1.9661
H: 2.2355 -0.2998 -0.3135

Cartesian forces (eV/Å) of the 3 atoms listed first:
N 2.62 -1.92 1.46
H -0.22 0.54 -1.92
H 0.47 0.20 -0.31

These are the Löwdin partial charges, in e, on atoms 1 to 2: 0.292, 0.080

---

Entry 2:
Here is a cluster of 2 separate species, CH8NO in total from the OMol25 dataset. Energies are from ωB97M-V/def2-TZVPD.

Values from the calculation:
* E_HOMO: -0.59538 Eh
* total charge: +1
* gap between HOMO and LUMO: 12.15 eV
* LUMO: -0.1490 Ha
* M: 50.08 g/mol
* energy above the lowest of the compared OMol25 structures with the same formula, charge and spin: 29.2 kcal per mole
* total energy: -4696.7782 eV

CARTESIAN COORDINATES (ANGSTROEM)
O: -0.1293 1.5406 -1.5220
H: 0.6076 1.8981 -1.9910
H: 0.8932 0.5909 0.6851
H: -0.8842 2.0691 -1.8652
C: -0.5091 -1.2057 1.3203
N: 0.5927 -0.5567 0.4059
H: -1.1932 -1.6790 0.7287
H: -1.0071 -0.4254 1.9938
H: 0.0131 -1.9155 2.0699
H: 1.3575 -1.2917 0.2640
H: 0.1529 -0.4408 -0.4718

Cartesian forces (eV/Å) of the 3 atoms listed first:
O -1.42 0.08 0.26
H 0.95 0.38 -0.58
H -0.70 -4.63 -0.85

These are the Löwdin partial charges, in e, on atoms 1 to 2: -0.050, 0.038

---

Entry 3:
Here is a cluster of 2 separate species, C3H5Cl2N2O in total from the OMol25 dataset. Energies are from ωB97M-V/def2-TZVPD.

Values from the calculation:
* E_HOMO: -0.15100 Eh
* total charge: -1
* gap between HOMO and LUMO: 7.34 eV
* LUMO: 0.1188 Ha
* M: 155.99 g/mol
* energy above the lowest of the compared OMol25 structures with the same formula, charge and spin: 13.8 kcal per mole
* total energy: -33263.5695 eV

CARTESIAN COORDINATES (ANGSTROEM)
C: -0.6474 0.1111 0.2201
C: 0.1704 -1.0999 0.5768
C: 0.1949 0.7606 -0.8474
N: 1.4449 -0.8853 0.0128
N: 1.3753 0.0905 -0.9537
O: 2.3746 0.3040 -1.6954
Cl: -0.5660 -2.6161 -0.1709
Cl: -3.6443 0.6031 -0.8017
H: -1.5388 -0.2017 -0.1751
H: -0.9556 0.7843 0.9136
H: 0.2172 -1.4782 1.6468
H: 0.0132 1.4825 -1.6306
H: 2.1677 -1.4585 0.2115

Cartesian forces (eV/Å) of the 3 atoms listed first:
C 2.67 -0.59 -2.21
C 0.66 -1.11 1.63
C 2.75 -2.11 -0.49

These are the Löwdin partial charges, in e, on atoms 1 to 2: -0.230, -0.620

---

Entry 4:
Here is a cluster of 2 separate species, C2H7N4S in total from the OMol25 dataset. Energies are from ωB97M-V/def2-TZVPD.

Values from the calculation:
* E_HOMO (spin up / spin down): -0.38870 / -0.50615 Eh
* total charge: +1
* gap between HOMO and LUMO (spin up / spin down): 7.01 / 6.59 eV
* spin multiplicity: 3
* LUMO (spin up / spin down): -0.1310 / -0.2638 Ha
* M: 119.17 g/mol
* energy above the lowest of the compared OMol25 structures with the same formula, charge and spin: 71.8 kcal per mole
* total energy: -18969.6726 eV

CARTESIAN COORDINATES (ANGSTROEM)
C: -0.2213 0.7090 0.1881
C: 1.1502 -0.5231 1.2364
N: -0.4766 0.3225 -0.9282
N: -1.0692 -0.5434 -1.5910
N: -0.5944 -0.9013 -2.7722
N: -0.4907 1.7968 0.8538
S: 0.5644 -0.6268 2.8382
H: 2.1996 -0.0265 1.2061
H: 1.0646 -1.4049 0.6708
H: 0.3603 -0.5345 -3.1254
H: -1.1285 -1.6835 -3.1425
H: 0.2719 2.1125 1.4475
H: -0.9699 2.6018 0.6105
H: -0.6605 -1.2986 2.5079

Cartesian forces (eV/Å) of the 3 atoms listed first:
C -0.35 0.41 -2.08
C 2.10 1.63 1.18
N 2.23 3.28 1.97

These are the Löwdin partial charges, in e, on atoms 1 to 2: -0.228, -0.491

---

Entry 5:
Here is the molecule C11H14N2 from the OMol25 dataset. Energies are from ωB97M-V/def2-TZVPD.

Values from the calculation:
* E_HOMO (spin up / spin down): -0.25384 / -0.26643 Eh
* total charge: 0
* gap between HOMO and LUMO (spin up / spin down): 6.29 / 8.01 eV
* LUMO (spin up / spin down): -0.0227 / 0.0279 Ha
* M: 174.25 g/mol
* energy above the lowest of the compared OMol25 structures with the same formula, charge and spin: 129.5 kcal per mole
* total energy: -14608.8041 eV

CARTESIAN COORDINATES (ANGSTROEM)
C: -2.5018 1.3630 -0.4641
C: -1.2491 0.8178 -0.6742
C: -1.2768 -0.4322 -0.0054
C: 0.4852 -0.2280 -1.9875
C: 0.3548 -1.3933 -1.3707
C: 0.1988 1.0035 -1.1550
C: -0.2013 -1.3679 -0.0117
C: 1.0620 1.0557 0.1212
C: -0.1272 -2.6376 0.8094
C: 2.5386 0.7053 0.2205
C: 0.4366 1.7085 1.3063
N: -3.2291 0.6531 0.3524
N: -2.4731 -0.4634 0.6566
H: -2.8963 2.2290 -0.8328
H: 0.6570 -0.2771 -3.0169
H: 0.6787 -2.2319 -1.9559
H: 0.5174 1.8656 -1.6687
H: 0.8795 -2.7367 0.8748
H: -0.4369 -3.4016 0.1734
H: -0.5518 -2.4873 1.7036
H: 3.1731 1.5301 -0.2448
H: 2.8553 -0.3044 -0.3622
H: 2.8966 0.4418 1.2030
H: 0.9943 2.5871 1.4623
H: 0.5114 1.1230 2.2796
H: -0.6000 1.8682 1.1283
H: -2.6959 -0.9905 1.4584

Cartesian forces (eV/Å) of the 3 atoms listed first:
C 1.21 -0.88 0.37
C 1.52 -2.26 -0.33
C -1.06 1.60 1.01

These are the Löwdin partial charges, in e, on atoms 1 to 2: -0.143, -0.135

---

Entry 6:
Here is a cluster of 2 separate species, CH2O4S2 in total from the OMol25 dataset. Energies are from ωB97M-V/def2-TZVPD.

Values from the calculation:
* E_HOMO: -0.34859 Eh
* total charge: 0
* gap between HOMO and LUMO: 7.70 eV
* LUMO: -0.0657 Ha
* M: 142.16 g/mol
* energy above the lowest of the compared OMol25 structures with the same formula, charge and spin: 39.0 kcal per mole
* total energy: -30926.5323 eV

CARTESIAN COORDINATES (ANGSTROEM)
C: -1.6901 -0.1655 0.3147
O: -0.3228 2.0951 0.9639
O: -0.2621 1.0964 -1.3994
O: 2.2975 -1.6745 -1.2591
O: 1.4349 -0.1295 0.5640
S: -0.5519 1.0360 0.0051
S: 2.4717 -0.8832 -0.0769
H: -1.9797 -0.4474 1.2975
H: -1.3974 -0.9274 -0.4097

Cartesian forces (eV/Å) of the 3 atoms listed first:
C 2.61 1.47 -1.29
O 0.13 -0.90 -1.20
O 0.86 0.52 0.52

These are the Löwdin partial charges, in e, on atoms 1 to 2: -0.166, -0.311